Density functional theory data (ωB97M-V/def2-TZVPD) for a 11-piece molecular cluster, C11H44N14O11 overall at a distorted geometry.

Its SMILES is NC(N)=O.NC(N)=O.NC(N)=O.NC(N)=O.NC(N)=O.NC(N)=O.NC(N)=O.CO.CO.CO.CO. Its total energy is -55502.1284 eV. For the HOMO-LUMO gap, the calculation gives 8.615 eV. Its net charge is 0. The energy above the lowest of the compared OMol25 structures with the same formula, charge and spin comes out at 210.1 kcal/mol.

Each atom is followed by the atoms it is bonded to, with distances in Å.
Cartesian coordinates (Å):
1 O -0.041 -3.561 1.264  C42 1.338
2 H -3.235 -0.636 1.967  N72 1.026
3 H -1.690 -0.008 1.424  N72 1.010
4 C 2.526 -1.451 2.509  O5 1.311, N13 1.288, N19 1.293
5 O 2.931 -2.696 2.434  C4 1.311
6 H -1.280 -1.245 -0.596  N54 1.067
7 H -1.040 4.029 2.444  N76 1.014
8 H -2.590 -0.810 -2.170  N52 1.078
9 H -0.047 0.487 -1.212  C61 1.050
10 H 0.788 -3.116 -1.023  C77 1.082
11 H -2.355 2.336 -4.573  N69 1.080
12 C -3.272 1.253 1.219  N25 1.242, O57 1.389, N72 1.325
13 N 2.727 -0.573 1.589  C4 1.288, H40 1.077, H75 1.002
14 N 0.737 3.037 3.730  H22 1.025, C37 1.295, H64 1.015
15 H 0.560 -0.120 -3.577  C67 1.097
16 H -2.667 -1.245 -3.892  N52 1.041
17 C 4.882 0.025 -0.637  N31 1.289, O59 1.382, N80 1.264
18 H 0.116 1.508 -3.860  C67 1.039
19 N 1.600 -1.089 3.335  C4 1.293, H71 1.023, H79 0.985
20 H 1.157 -1.055 -1.558  O73 0.930
21 H 2.299 -3.680 -1.831  C77 1.117
22 H 1.279 2.532 4.439  N14 1.025
23 H 3.351 0.407 -1.981  N80 1.019
24 H 0.401 5.227 -1.144  C68 1.100
25 N -2.548 2.022 0.566  C12 1.242, H55 1.027, H58 1.049
26 O -1.717 -3.785 -1.070  C47 1.369
27 H 0.369 3.816 1.155  O36 1.020
28 H -4.328 -4.017 -0.242  N34 1.097
29 H 4.482 1.660 -1.479  N80 1.028
30 H 1.498 0.727 -0.389  C61 1.096
31 N 4.387 -1.152 -0.457  C17 1.289, H41 0.979, H53 1.045
32 H 0.859 3.488 -1.383  C68 1.111
33 H -2.806 -3.701 2.978  N48 1.041
34 N -3.859 -3.057 -0.490  H28 1.097, H35 1.032, C47 1.291
35 H -4.483 -2.235 -0.497  N34 1.032
36 O 1.046 4.247 0.525  H27 1.020, C68 1.372
37 C -0.085 2.367 2.986  N14 1.295, N76 1.294, O78 1.359
38 H 1.499 0.719 -4.681  C67 1.010
39 H -0.055 -1.631 2.711  N74 1.027
40 H 3.412 -0.834 0.800  N13 1.077
41 H 3.652 -1.613 -0.911  N31 0.979
42 C -0.939 -3.279 2.215  O1 1.338, N48 1.327, N74 1.275
43 H -2.879 -0.877 -0.151  N54 1.035
44 H -1.418 2.604 1.504  N76 1.060
45 O -2.022 1.510 -2.131  C50 1.374
46 H 2.051 2.275 -3.126  O66 0.971
47 C -2.616 -2.809 -0.734  O26 1.369, N34 1.291, N54 1.338
48 N -1.942 -4.084 2.541  H33 1.041, C42 1.327, H49 1.062
49 H -2.129 -4.829 1.808  N48 1.062
50 C -2.416 0.785 -3.230  O45 1.374, N52 1.278, N69 1.325
51 H 0.043 1.371 0.350  C61 1.074
52 N -2.634 -0.474 -3.193  H8 1.078, H16 1.041, C50 1.278
53 H 5.059 -1.695 0.130  N31 1.045
54 N -2.304 -1.508 -0.737  H6 1.067, H43 1.035, C47 1.338
55 H -1.897 1.610 -0.113  N25 1.027
56 H 1.123 -0.755 0.868  O70 0.982
57 O -4.565 1.575 1.612  C12 1.389
58 H -2.987 2.906 0.210  N25 1.049
59 O 6.067 0.472 -0.084  C17 1.382
60 H 2.309 -2.808 -0.188  C77 1.143
61 C 0.418 0.582 -0.275  H9 1.050, H30 1.096, H51 1.074, O70 1.415
62 H -1.613 -1.826 3.565  N74 1.066
63 H -3.003 0.745 -5.209  N69 1.033
64 H 0.950 4.006 3.518  N14 1.015
65 H -0.682 4.013 -0.474  C68 1.128
66 O 1.737 1.395 -2.862  H46 0.971, C67 1.378
67 C 0.938 0.872 -3.855  H15 1.097, H18 1.039, H38 1.010, O66 1.378
68 C 0.405 4.226 -0.688  H24 1.100, H32 1.111, O36 1.372, H65 1.128
69 N -2.548 1.280 -4.452  H11 1.080, C50 1.325, H63 1.033
70 O 0.241 -0.614 0.460  H56 0.982, C61 1.415
71 H 1.196 -0.150 3.373  N19 1.023
72 N -2.693 0.092 1.489  H2 1.026, H3 1.010, C12 1.325
73 O 1.880 -1.577 -1.821  H20 0.930, C77 1.430
74 N -0.850 -2.238 2.945  H39 1.027, C42 1.275, H62 1.066
75 H 2.673 0.425 1.666  N13 1.002
76 N -0.744 3.104 2.151  H7 1.014, C37 1.294, H44 1.060
77 C 1.824 -2.874 -1.221  H10 1.082, H21 1.117, H60 1.143, O73 1.430
78 O -0.046 1.009 3.005  C37 1.359
79 H 1.426 -1.731 4.061  N19 0.985
80 N 4.118 0.704 -1.380  C17 1.264, H23 1.019, H29 1.028